Record 1
Below is a 2-piece molecular cluster, C7H3IN4 overall at a distorted geometry, with properties calculated with ωB97M-V/def2-TZVPD.

Calculated values
**Highest occupied orbital energy (alpha / beta)**: -7.47 / -11.00 eV
**Frontier orbital gap (alpha / beta)**: 6.91 / 6.58 eV
**LUMO energy (alpha / beta)**: -0.5631 / -4.4239 eV
**DFT total energy**: -785.03666 hartree

```
! RIJCOSX wB97M-V def2-TZVPD def2/J DEFGRID3
* xyz 0 3
C -1.204 -1.001 -1.737
C 0.241 -3.249 -0.332
C -0.902 2.924 -0.077
C -1.707 -0.811 1.880
C 0.236 -1.858 0.062
C -1.013 -1.176 -0.378
C -1.860 -0.658 0.488
N -1.231 -0.911 -2.880
N 0.378 -4.355 -0.578
N -0.250 2.081 -0.567
N -1.656 -0.807 3.037
I -3.674 0.024 -0.167
H 0.636 -1.940 1.035
H -1.492 3.671 0.294
H 1.024 -1.532 -0.527
*
```


Record 2
Below is C27H20ClN5O3PdS as an isolated structure, with properties calculated with ωB97M-V/def2-TZVPD.

Calculated values
**Highest occupied orbital energy (alpha / beta)**: -10.55 / -10.60 eV
**Frontier orbital gap (alpha / beta)**: 7.01 / 5.74 eV
**LUMO energy (alpha / beta)**: -3.5315 / -4.8598 eV
**Relative energy (zero: lowest compared OMol25 entry of this formula, charge and spin)**: 4.0 kcal per mole
**DFT total energy**: -2526.45540 hartree

```
! RIJCOSX wB97M-V def2-TZVPD def2/J DEFGRID3
* xyz 1 2
Pd 0.514 -0.472 0.647
Cl 7.493 0.061 2.396
C 5.905 0.116 1.710
C 5.750 0.363 0.337
C 4.503 0.409 -0.227
C 3.335 0.202 0.539
O 2.190 0.289 -0.081
C 3.504 -0.041 1.928
C 2.418 -0.235 2.828
N 1.168 -0.328 2.506
C 0.150 -0.542 3.473
C 0.254 -0.253 4.806
C -0.813 -0.552 5.678
C -1.966 -1.107 5.206
C -2.122 -1.360 3.824
C -3.315 -1.859 3.250
C -3.403 -2.001 1.899
C -2.308 -1.639 1.096
N -1.174 -1.206 1.595
C -1.060 -1.063 2.956
C 4.803 -0.076 2.489
H 6.629 0.516 -0.274
H 4.381 0.601 -1.284
H 2.668 -0.323 3.883
H 1.147 0.214 5.197
H -0.711 -0.324 6.730
H -2.787 -1.329 5.876
H -4.153 -2.103 3.891
H -4.303 -2.360 1.422
H -2.398 -1.684 0.024
H 4.918 -0.259 3.550
O -2.852 0.508 -0.638
N -2.457 1.600 -1.160
C -3.062 2.047 -2.297
C -2.650 3.188 -2.929
C -1.575 3.921 -2.418
C -0.961 3.468 -1.278
C -1.409 2.316 -0.609
S -0.721 1.815 0.869
H -3.870 1.415 -2.630
H -3.169 3.498 -3.825
H -1.237 4.824 -2.907
H -0.123 3.992 -0.841
N -0.553 -0.522 -6.353
C -1.091 -1.339 -5.416
O -1.899 -2.207 -5.663
C -0.655 -1.104 -3.988
C -0.159 0.101 -3.513
C 0.162 0.216 -2.174
N -0.008 -0.794 -1.315
C -0.449 -1.970 -1.779
C -0.791 -2.160 -3.099
H -0.789 -0.710 -7.314
H 0.259 0.039 -6.169
H -0.042 0.966 -4.151
H 0.568 1.129 -1.763
H -0.515 -2.778 -1.063
H -1.168 -3.111 -3.448
*
```


Record 3
Below is C4H10N4O in the gas phase at a distorted geometry, with properties calculated with ωB97M-V/def2-TZVPD.

Calculated values
**SMILES string**: [H]/N=C/N(C)/N=C\N(C)O
**Highest occupied orbital energy**: -8.58 eV
**Frontier orbital gap**: 9.33 eV
**LUMO energy**: 0.7584 eV
**Relative energy (zero: lowest compared OMol25 entry of this formula, charge and spin)**: 158.5 kcal per mole
**DFT total energy**: -452.44524 hartree

```
! RIJCOSX wB97M-V def2-TZVPD def2/J DEFGRID3
* xyz 0 1
H 1.206 2.803 -0.703
N 0.625 1.938 -1.105
C 1.108 0.965 -0.265
N 1.040 -0.357 -0.206
C 2.062 -1.119 0.367
N 0.368 -0.902 -1.395
C -0.905 -0.802 -1.297
N -1.640 -0.464 -0.053
C -1.152 0.441 1.024
O -2.996 0.049 -0.321
H 1.820 1.221 0.560
H 2.536 -1.886 -0.510
H 2.705 -0.296 0.939
H 1.702 -1.824 1.216
H -1.693 -0.865 -2.260
H -1.292 1.505 0.733
H -0.228 0.099 1.348
H -1.840 0.270 1.961
H -3.424 -0.775 -0.034
*
```


Record 4
Below is C18H48AgCuN3O8S5 as an isolated structure at a distorted geometry, with properties calculated with ωB97M-V/def2-TZVPD.

Calculated values
**Highest occupied orbital energy (alpha / beta)**: -12.06 / -12.06 eV
**Frontier orbital gap (alpha / beta)**: 3.98 / 3.45 eV
**LUMO energy (alpha / beta)**: -8.0735 / -8.6107 eV
**Relative energy (zero: lowest compared OMol25 entry of this formula, charge and spin)**: 245.9 kcal per mole
**DFT total energy**: -5258.04322 hartree

```
! RIJCOSX wB97M-V def2-TZVPD def2/J DEFGRID3
* xyz 2 2
Cu -0.240 1.570 6.224
Ag -2.702 -0.726 -4.304
N -1.435 -0.472 0.909
O -0.885 -0.234 -0.137
O -1.075 -0.104 2.003
O -2.545 -1.006 0.847
C -2.177 -5.442 -4.020
C -0.832 -5.230 -4.656
N -0.730 -4.626 -5.974
C 0.667 -4.407 -6.248
C 0.864 -3.594 -7.563
C -1.432 -5.521 -6.993
C -0.777 -6.799 -7.435
H -2.653 -4.491 -3.780
H -1.978 -5.942 -3.072
H -2.851 -6.082 -4.590
H -0.184 -4.691 -3.965
H -0.382 -6.223 -4.664
H 1.070 -3.852 -5.400
H 1.256 -5.324 -6.238
H 0.405 -4.135 -8.390
H 0.388 -2.613 -7.590
H 1.924 -3.468 -7.782
H -1.514 -4.915 -7.896
H -2.430 -5.759 -6.625
H -0.920 -7.545 -6.654
H 0.280 -6.711 -7.687
H -1.207 -7.168 -8.367
C -6.822 -1.837 3.998
C -7.467 -0.971 3.029
N -8.062 -0.319 2.318
H -7.518 -2.044 4.811
H -6.009 -1.297 4.483
H -6.285 -2.655 3.517
C 2.267 -5.449 5.087
S 0.909 -4.841 6.171
O 0.823 -3.306 6.078
C -0.537 -5.528 5.243
H 3.230 -5.024 5.369
H 1.939 -5.128 4.098
H 2.251 -6.534 5.190
H -1.431 -5.373 5.848
H -0.443 -6.595 5.040
H -0.716 -5.002 4.305
C 7.117 1.167 4.256
S 5.377 0.786 3.712
O 4.328 1.231 4.675
C 5.458 1.910 2.221
H 7.770 0.786 3.470
H 7.343 0.644 5.185
H 7.334 2.234 4.299
H 5.602 2.968 2.442
H 4.532 1.694 1.687
H 6.331 1.558 1.672
C 1.383 7.262 1.596
S 0.875 6.999 3.301
O 1.230 5.578 3.748
C 2.087 8.244 4.141
H 0.947 6.500 0.951
H 2.462 7.122 1.535
H 1.079 8.224 1.184
H 2.000 9.202 3.629
H 3.103 7.881 3.992
H 1.870 8.326 5.207
C 2.962 3.870 -6.947
S 2.542 3.200 -5.243
O 1.640 2.020 -5.537
C 4.202 2.327 -4.982
H 2.145 4.535 -7.225
H 2.961 3.057 -7.674
H 3.952 4.326 -6.963
H 4.555 1.913 -5.926
H 4.195 1.465 -4.315
H 4.904 3.046 -4.559
C -5.937 5.851 3.894
S -5.799 4.625 5.235
O -4.359 4.090 5.124
C -5.612 5.937 6.560
H -6.600 6.693 4.091
H -6.352 5.324 3.034
H -4.989 6.212 3.496
H -6.565 6.322 6.921
H -4.999 6.729 6.128
H -5.106 5.553 7.446
*
```